Entry from the Open Molecules 2025 dataset: a molecular structure, C28H43Cl2GeNO3V at a distorted geometry (ωB97M-V/def2-TZVPD).

ORCA input file:
```
! wB97M-V def2-TZVPD RIJCOSX def2/J DEFGRID3
* xyz 0 4
V -0.35 0.06 -0.49
C -2.21 -3.64 0.02
C -0.87 -3.73 0.75
C -0.88 -4.91 1.73
C -0.51 -2.48 1.51
C -1.47 -1.62 2.05
C -1.10 -0.58 2.89
C 0.24 -0.33 3.18
C 0.64 0.80 4.07
C 1.20 -1.17 2.63
C 0.83 -2.24 1.83
H -2.32 -4.48 -0.66
H -2.28 -2.72 -0.55
H -3.04 -3.68 0.73
H -0.09 -3.92 0.01
H -1.63 -4.74 2.51
H 0.09 -5.03 2.21
H -1.13 -5.84 1.22
H -2.52 -1.80 1.86
H -1.86 0.03 3.35
H 0.98 1.64 3.47
H 1.47 0.51 4.72
H -0.19 1.13 4.69
H 2.24 -1.01 2.85
H 1.59 -2.92 1.48
C -3.41 1.90 -2.99
C -2.08 1.88 -2.23
C -1.09 2.89 -2.80
O -2.27 2.22 -0.86
C -1.48 0.47 -2.27
O -0.74 0.14 -3.20
O -1.87 -0.32 -1.34
H -3.87 2.88 -2.88
H -4.09 1.14 -2.60
H -3.23 1.70 -4.05
H -1.51 3.89 -2.67
H -0.92 2.70 -3.85
H -0.15 2.83 -2.26
H -2.92 1.60 -0.49
C 4.54 -4.92 -1.19
C 4.80 -3.53 -1.77
C 3.52 -2.82 -2.24
C 2.66 -2.32 -1.10
Ge 1.07 -1.31 -1.97
C -0.06 -2.75 -2.85
C 0.31 -2.99 -4.31
C -0.76 -3.80 -5.03
C -0.96 -5.20 -4.45
H 5.49 -5.39 -0.93
H 4.04 -5.55 -1.92
H 3.93 -4.86 -0.30
H 5.47 -3.63 -2.63
H 5.31 -2.91 -1.03
H 2.95 -3.51 -2.86
H 3.81 -1.97 -2.87
H 3.22 -1.68 -0.43
H 2.27 -3.16 -0.53
H 1.79 -0.53 -3.10
H -1.10 -2.44 -2.80
H 0.04 -3.68 -2.27
H 1.27 -3.51 -4.37
H 0.42 -2.02 -4.81
H -0.48 -3.89 -6.09
H -1.71 -3.26 -4.99
H -0.01 -5.71 -4.36
H -1.61 -5.78 -5.09
H -1.42 -5.15 -3.46
Cl 2.46 2.12 -1.34
C 1.59 3.15 -0.26
C 1.71 4.52 -0.22
C 0.87 5.26 0.61
C -0.14 4.63 1.33
C -0.26 3.26 1.26
Cl -1.56 2.40 1.97
C 0.62 2.47 0.50
N 0.47 1.16 0.38
H 2.43 5.03 -0.84
H 0.96 6.33 0.65
H -0.83 5.21 1.92
*
```

energy relative to the best compared isomer or geometry (same formula, charge and spin) = 120.85 kcal/mol
DFT total energy = -5314.3928 a.u.
HOMO-LUMO gap (alpha / beta) = 7.471 / 4.278 eV

=====

Entry from the Open Molecules 2025 dataset: a molecular structure, C28H43N2O7P2Re (ωB97M-V/def2-TZVPD).

ORCA input file:
```
! wB97M-V def2-TZVPD RIJCOSX def2/J DEFGRID3
* xyz 1 2
Re -0.29 0.19 -0.48
C 4.93 1.56 0.77
C 4.10 1.90 -0.49
C 2.96 2.87 -0.18
C 3.70 0.69 -1.32
C 4.56 0.34 -2.37
C 4.29 -0.71 -3.22
C 3.12 -1.43 -3.08
C 2.22 -1.12 -2.07
C 0.92 -1.89 -2.01
C 1.13 -3.34 -1.58
C 0.14 -1.79 -3.32
C 2.57 -0.10 -1.17
N 1.64 0.07 -0.08
C 2.01 0.14 1.19
C 0.94 -0.01 2.06
N -0.25 -0.29 1.52
C -1.20 -0.79 2.49
C -0.80 -1.92 3.21
C -1.55 -2.26 4.33
C -2.65 -1.51 4.71
C -3.07 -0.46 3.91
C -2.38 -0.10 2.76
C -2.96 0.94 1.81
C -3.96 0.22 0.90
C -3.65 2.11 2.51
C 0.30 -2.85 2.73
C -0.31 -4.19 2.30
C 1.39 -3.07 3.78
H 4.40 1.81 1.68
H 5.86 2.12 0.78
H 5.20 0.50 0.81
H 4.76 2.46 -1.15
H 2.43 3.18 -1.08
H 3.37 3.77 0.28
H 2.22 2.46 0.52
H 5.46 0.93 -2.52
H 4.98 -0.95 -4.02
H 2.89 -2.23 -3.77
H 0.24 -1.50 -1.19
H 1.74 -3.85 -2.33
H 0.19 -3.87 -1.48
H 1.66 -3.39 -0.63
H 0.58 -2.44 -4.07
H 0.16 -0.77 -3.70
H -0.89 -2.12 -3.17
H 3.04 0.21 1.50
H 1.06 0.05 3.14
H -1.27 -3.13 4.91
H -3.20 -1.76 5.60
H -3.96 0.08 4.17
H -2.15 1.37 1.21
H -4.74 -0.23 1.52
H -3.50 -0.57 0.32
H -4.43 0.92 0.20
H -4.55 1.80 3.04
H -3.96 2.85 1.77
H -2.99 2.60 3.23
H 0.77 -2.42 1.85
H -0.80 -4.69 3.13
H 0.47 -4.85 1.93
H -1.05 -4.05 1.51
H 1.02 -3.68 4.61
H 1.74 -2.13 4.21
H 2.24 -3.58 3.35
C -2.32 3.39 -3.90
C -2.18 2.71 -2.54
O -3.09 3.24 -1.58
P -2.73 0.97 -2.60
O -4.29 1.00 -2.71
O -2.27 0.41 -3.99
O -2.25 0.18 -1.41
P -0.42 2.73 -1.96
O -0.61 2.62 -0.33
O 0.32 3.91 -2.41
O 0.09 1.29 -2.20
H -3.33 3.25 -4.30
H -1.60 3.02 -4.62
H -2.12 4.46 -3.77
H -2.99 4.20 -1.54
H -4.71 1.57 -2.06
H -1.94 -0.50 -3.98
H -0.43 3.45 0.12
*
```

energy relative to the best compared isomer or geometry (same formula, charge and spin) = 0.00 kcal/mol
DFT total energy = -2489.8962 a.u.
HOMO-LUMO gap (alpha / beta) = 7.507 / 7.495 eV

=====

Entry from the Open Molecules 2025 dataset: a molecular structure, C28H43N6O4SSiZn at a distorted geometry (ωB97M-V/def2-TZVPD).

ORCA input file:
```
! wB97M-V def2-TZVPD RIJCOSX def2/J DEFGRID3
* xyz 1 1
Zn -1.21 -1.04 -1.34
C -0.79 -3.25 1.47
C -1.13 -1.88 2.07
C -0.05 -1.47 3.07
C -2.50 -1.94 2.73
O -1.18 -0.93 0.99
Si -1.20 0.72 1.13
S -1.45 1.17 -0.94
O -2.35 1.32 2.08
C -3.69 1.78 1.93
C -3.65 3.18 1.32
C -4.29 1.80 3.34
C -4.49 0.85 1.02
O 0.26 1.13 1.67
C 0.82 2.36 2.13
C 0.45 3.50 1.19
C 0.30 2.64 3.55
C 2.33 2.16 2.15
H -0.77 -3.98 2.27
H 0.19 -3.22 0.99
H -1.55 -3.54 0.75
H 0.11 -2.26 3.80
H -0.33 -0.56 3.58
H 0.89 -1.30 2.54
H -2.50 -2.72 3.50
H -3.25 -2.18 1.98
H -2.74 -0.99 3.19
H -3.09 3.85 1.96
H -4.66 3.57 1.19
H -3.15 3.13 0.35
H -3.58 2.26 4.03
H -4.50 0.79 3.68
H -5.21 2.37 3.36
H -4.02 0.80 0.04
H -5.51 1.22 0.91
H -4.53 -0.15 1.44
H -0.60 3.74 1.28
H 0.65 3.20 0.16
H 1.04 4.39 1.42
H -0.78 2.58 3.56
H 0.61 3.63 3.86
H 0.70 1.90 4.24
H 2.71 2.05 1.14
H 2.57 1.26 2.72
H 2.82 3.01 2.62
N 5.86 -0.93 -0.85
C 7.15 -0.89 -1.26
C 8.34 -0.67 -0.58
C 9.49 -0.64 -1.34
C 9.46 -0.83 -2.73
C 8.28 -1.06 -3.41
C 7.10 -1.08 -2.67
N 5.81 -1.23 -3.06
C 5.08 -1.13 -1.97
C 3.65 -1.20 -1.90
C 2.86 -1.65 -2.97
C 1.49 -1.72 -2.82
N 0.86 -1.34 -1.70
C 1.60 -0.87 -0.69
C 2.97 -0.79 -0.74
H 5.55 -0.87 0.11
H 8.36 -0.51 0.49
H 10.44 -0.45 -0.86
H 10.39 -0.80 -3.27
H 8.27 -1.22 -4.48
H 3.34 -1.95 -3.88
H 0.86 -2.08 -3.61
H 1.08 -0.53 0.19
H 3.50 -0.39 0.11
C -6.18 -0.18 -3.76
N -5.01 -0.67 -3.08
C -5.02 -1.75 -2.11
C -3.53 -1.93 -1.87
O -2.96 -2.60 -1.02
N -2.86 -1.11 -2.70
C -3.74 -0.35 -3.36
N -3.34 0.61 -4.19
H -7.07 -0.51 -3.23
H -6.22 -0.56 -4.78
H -6.19 0.91 -3.78
H -5.50 -2.65 -2.50
H -5.53 -1.45 -1.18
H -2.36 0.84 -4.16
H -3.99 1.28 -4.56
*
```

energy relative to the best compared isomer or geometry (same formula, charge and spin) = 19.13 kcal/mol
DFT total energy = -4189.3981 a.u.
HOMO-LUMO gap = 7.681 eV

=====

Entry from the Open Molecules 2025 dataset: 7 unconnected molecules or ions with the total composition C28H43NO18 at a distorted geometry (ωB97M-V/def2-TZVPD).

ORCA input file:
```
! wB97M-V def2-TZVPD RIJCOSX def2/J DEFGRID3
* xyz 0 1
C -3.55 -4.82 0.94
C -2.18 -5.11 1.59
C -1.18 -4.02 1.31
O -1.11 -3.37 2.58
C -1.84 -3.96 3.49
O -1.91 -3.60 4.65
O -2.48 -4.97 3.00
H -4.39 -5.38 1.37
H -3.57 -5.04 -0.13
H -3.78 -3.72 0.95
H -1.73 -6.06 1.21
H -1.47 -3.43 0.47
H -0.25 -4.56 1.13
C 2.14 5.10 0.51
C 0.75 5.31 1.10
C -0.22 4.38 0.39
O -0.63 3.48 1.40
C -0.01 3.71 2.57
O -0.25 3.09 3.57
O 0.77 4.80 2.46
H 2.88 5.75 0.97
H 2.27 5.26 -0.58
H 2.44 4.11 0.59
H 0.37 6.35 1.12
H 0.12 3.84 -0.45
H -1.12 4.91 0.06
C 2.80 -1.31 -2.09
C 3.46 0.06 -2.46
C 4.99 -0.01 -2.27
O 5.48 -0.49 -3.53
C 4.54 -0.28 -4.41
O 4.65 -0.55 -5.58
O 3.45 0.23 -3.90
H 2.84 -1.33 -1.03
H 3.26 -2.21 -2.57
H 1.73 -1.45 -2.30
H 3.16 0.93 -1.85
H 5.28 -0.54 -1.35
H 5.45 0.98 -2.21
C -2.62 -0.62 1.63
C -1.60 0.48 2.04
C -0.52 -0.05 3.00
O 0.48 -0.45 2.13
C 0.32 0.16 0.91
O 1.15 0.15 0.02
O -0.84 0.75 0.86
H -2.06 -1.44 1.18
H -3.41 -0.28 0.97
H -3.14 -1.16 2.40
H -2.10 1.40 2.48
H -0.97 -0.82 3.62
H -0.15 0.72 3.67
C 2.85 2.04 2.58
C 3.61 0.67 2.48
C 3.95 0.20 1.07
O 5.36 -0.12 1.26
C 5.81 0.17 2.46
O 6.95 -0.01 2.93
O 4.83 0.73 3.16
H 2.65 2.17 3.65
H 1.91 2.07 2.03
H 3.41 2.96 2.32
H 3.06 -0.06 3.02
H 3.80 0.89 0.24
H 3.35 -0.66 0.94
C -3.18 3.75 -1.89
C -2.84 2.38 -1.30
C -3.37 1.14 -1.99
O -2.24 0.37 -2.27
C -1.15 1.02 -2.11
O -0.05 0.62 -2.33
O -1.45 2.24 -1.56
H -4.26 3.88 -1.88
H -2.82 3.65 -2.93
H -2.60 4.50 -1.40
H -2.94 2.38 -0.21
H -4.04 1.31 -2.80
H -4.08 0.69 -1.26
C -1.25 -2.84 -2.45
C -2.54 -3.56 -2.67
C -3.68 -2.54 -2.94
C -4.24 -2.12 -1.66
N -4.70 -1.81 -0.65
H -1.09 -2.02 -3.12
H -0.34 -3.50 -2.46
H -1.35 -2.35 -1.51
H -2.72 -4.22 -1.82
H -2.35 -4.24 -3.48
H -4.45 -3.02 -3.49
H -3.55 -1.65 -3.58
*
```

energy relative to the best compared isomer or geometry (same formula, charge and spin) = 0.00 kcal/mol
DFT total energy = -2501.8032 a.u.
HOMO-LUMO gap = 10.390 eV

=====

Entry from the Open Molecules 2025 dataset: a molecular structure, C28H43O3P2S4V at a distorted geometry (ωB97M-V/def2-TZVPD).

ORCA input file:
```
! wB97M-V def2-TZVPD RIJCOSX def2/J DEFGRID3
* xyz 1 2
V -0.90 0.37 0.71
C -1.61 -2.86 -0.91
C -0.91 -3.49 0.27
S 0.17 -2.30 1.11
C 0.44 -3.31 2.59
C 1.11 -2.54 3.72
S 0.35 -0.94 4.11
C -1.32 -1.43 4.61
C -2.35 -0.37 4.26
S -2.62 -0.01 2.50
C -3.40 -1.57 1.98
C -3.73 -1.52 0.49
S -2.32 -1.23 -0.62
H -2.39 -3.52 -1.29
H -0.90 -2.67 -1.72
H -0.32 -4.34 -0.07
H -1.63 -3.87 1.00
H 1.06 -4.16 2.32
H -0.53 -3.72 2.91
H 2.13 -2.29 3.45
H 1.15 -3.16 4.62
H -1.34 -1.58 5.69
H -1.59 -2.39 4.15
H -2.11 0.58 4.72
H -3.33 -0.67 4.65
H -4.31 -1.69 2.56
H -2.72 -2.39 2.21
H -4.41 -0.70 0.29
H -4.23 -2.44 0.19
O 0.84 -1.34 -1.67
C 1.57 -0.24 -2.27
C 1.01 1.06 -1.64
O 1.52 2.14 -1.88
O -0.06 0.90 -0.88
C 3.04 -0.38 -1.87
C 4.05 -0.60 -2.79
C 5.36 -0.79 -2.35
C 5.66 -0.76 -1.00
C 4.65 -0.54 -0.07
C 3.35 -0.35 -0.51
C 1.35 -0.23 -3.79
C 1.44 0.93 -4.56
C 1.27 0.87 -5.94
C 1.04 -0.35 -6.57
C 0.97 -1.51 -5.81
C 1.12 -1.45 -4.44
H 1.48 -2.05 -1.53
H 3.83 -0.62 -3.85
H 6.15 -0.96 -3.08
H 6.68 -0.91 -0.66
H 4.88 -0.51 0.98
H 2.55 -0.20 0.21
H 1.64 1.87 -4.08
H 1.34 1.78 -6.52
H 0.92 -0.39 -7.65
H 0.79 -2.46 -6.29
H 1.06 -2.36 -3.86
C -4.07 2.66 0.68
P -2.46 2.21 -0.04
C -2.74 2.37 -1.83
C -1.43 3.69 0.33
C -0.91 3.62 1.76
P 0.24 2.21 1.97
C 0.60 2.30 3.75
C 1.79 2.89 1.28
H -4.35 3.67 0.39
H -4.02 2.60 1.77
H -4.84 1.97 0.34
H -3.02 3.39 -2.09
H -3.53 1.69 -2.15
H -1.82 2.10 -2.35
H -1.99 4.61 0.14
H -0.60 3.67 -0.38
H -1.74 3.47 2.46
H -0.42 4.56 2.05
H 0.91 3.31 4.02
H 1.40 1.60 4.01
H -0.27 2.03 4.35
H 2.06 3.80 1.82
H 1.67 3.10 0.22
H 2.59 2.16 1.38
*
```

energy relative to the best compared isomer or geometry (same formula, charge and spin) = 2.75 kcal/mol
DFT total energy = -4537.8001 a.u.
HOMO-LUMO gap (alpha / beta) = 7.910 / 7.379 eV

=====

Entry from the Open Molecules 2025 dataset: a molecular structure, C28H44BaBrN3P2S at a distorted geometry (ωB97M-V/def2-TZVPD).

ORCA input file:
```
! wB97M-V def2-TZVPD RIJCOSX def2/J DEFGRID3
* xyz 2 1
C 1.85 3.84 -1.11
C 0.85 3.34 -1.99
C 1.24 3.18 -3.34
C 2.56 3.47 -3.73
N 3.49 3.89 -2.88
C 3.14 4.09 -1.61
C -0.55 3.16 -1.56
C -1.60 2.81 -1.00
C -2.87 2.61 -0.31
C -3.25 1.30 0.16
C -4.10 1.17 1.29
C -4.88 2.26 1.70
C -4.81 3.44 0.96
C -3.76 3.65 0.03
Ba -1.23 1.17 1.98
P 2.12 -0.56 -0.36
H 0.51 2.89 -4.09
H 1.61 4.08 -0.08
H 2.85 3.36 -4.77
H 3.91 4.47 -0.95
H -3.64 4.63 -0.44
H -2.87 0.43 -0.38
H -5.56 4.21 1.10
H -4.21 0.26 1.89
C 2.79 -2.30 -0.16
C 3.92 -2.77 -1.09
H 1.91 -2.97 -0.30
H 3.09 -2.38 0.90
H 4.12 -3.83 -0.88
H 3.62 -2.72 -2.15
H 4.86 -2.23 -0.95
C 2.34 -0.31 -2.20
C 3.70 0.13 -2.74
H 1.58 0.45 -2.47
H 2.02 -1.25 -2.68
H 3.64 0.20 -3.83
H 3.96 1.13 -2.38
H 4.52 -0.57 -2.53
C 3.40 0.53 0.40
C 4.86 0.09 0.36
H 3.11 0.67 1.46
H 3.27 1.51 -0.08
H 5.47 0.81 0.92
H 5.00 -0.88 0.86
H 5.29 0.04 -0.64
Br -6.15 2.03 3.12
P -1.34 -1.61 -1.50
C -0.43 -2.60 -2.77
C -1.10 -3.86 -3.32
H 0.53 -2.87 -2.26
H -0.18 -1.89 -3.57
H -0.38 -4.39 -3.95
H -1.37 -4.55 -2.51
H -1.97 -3.64 -3.94
C -2.48 -2.82 -0.64
C -3.85 -3.13 -1.26
H -2.60 -2.39 0.38
H -1.88 -3.74 -0.54
H -4.42 -3.77 -0.57
H -4.46 -2.22 -1.40
H -3.78 -3.68 -2.21
C -2.46 -0.47 -2.45
C -2.94 -0.90 -3.82
H -1.88 0.48 -2.51
H -3.33 -0.26 -1.81
H -3.52 -0.09 -4.27
H -2.10 -1.10 -4.48
H -3.61 -1.77 -3.78
S -0.56 -1.79 2.66
C -0.74 -0.82 4.04
N 0.23 -0.31 4.82
C -0.23 0.78 5.68
C -1.73 0.78 5.48
N -1.91 -0.13 4.34
H 1.21 -0.56 4.71
H 0.24 1.73 5.39
H 0.05 0.58 6.72
H -2.13 1.77 5.25
H -2.30 0.38 6.32
H -2.81 -0.59 4.20
*
```

energy relative to the best compared isomer or geometry (same formula, charge and spin) = 24.45 kcal/mol
DFT total energy = -4937.4196 a.u.
HOMO-LUMO gap = 5.779 eV